{"formula": "C64H180N12O28", "method": "ωB97M-V with the def2-TZVPD basis set", "species": ["H", "H", "C", "N", "C", "H", "H", "H", "C", "H", "H", "H", "C", "H", "C", "O", "C", "O", "H", "H", "C", "H", "H", "H", "C", "C", "H", "C", "N", "H", "C", "H", "C", "H", "H", "N", "C", "H", "H", "H", "H", "C", "H", "O", "O", "H", "O", "H", "H", "H", "H", "N", "H", "H", "H", "H", "O", "H", "H", "C", "C", "H", "H", "H", "C", "H", "C", "H", "N", "O", "H", "O", "H", "O", "H", "C", "H", "C", "H", "H", "C", "C", "H", "C", "H", "C", "H", "H", "H", "N", "H", "C", "H", "H", "H", "H", "H", "O", "H", "C", "H", "H", "O", "H", "H", "H", "H", "H", "H", "N", "C", "O", "O", "H", "N", "C", "H", "H", "H", "H", "C", "C", "C", "C", "H", "H", "H", "H", "H", "C", "H", "O", "H", "H", "O", "H", "H", "H", "C", "H", "H", "H", "C", "H", "C", "H", "C", "H", "H", "H", "H", "H", "O", "H", "H", "H", "H", "N", "H", "H", "H", "C", "H", "H", "H", "C", "C", "O", "H", "H", "H", "H", "C", "H", "O", "H", "H", "H", "H", "H", "H", "H", "C", "H", "H", "H", "H", "H", "H", "H", "C", "H", "N", "C", "H", "H", "O", "C", "C", "H", "C", "H", "H", "O", "H", "O", "C", "H", "H", "H", "H", "C", "H", "H", "H", "C", "H", "H", "O", "H", "H", "H", "H", "H", "H", "H", "C", "H", "H", "H", "N", "H", "H", "H", "H", "H", "O", "H", "H", "N", "C", "H", "H", "O", "C", "H", "O", "O", "O", "H", "C", "C", "C", "H", "H", "C", "H", "C", "H", "C", "H", "H", "H", "H", "C", "H", "H", "C", "H", "C", "C", "H", "O", "H", "H", "H", "H", "H", "C", "H", "H", "H", "H", "H"], "xyz": [[-2.8956, -10.5136, -0.9255], [-4.1882, 1.1768, 6.1480], [3.4644, -1.3945, -5.8807], [-5.3337, -5.7464, 0.5621], [-0.2519, -3.6086, 4.8769], [4.6994, 2.8839, -4.7018], [-5.5305, 2.1785, 5.7109], [-1.1492, 6.7230, -0.9308], [-2.9766, -7.6495, 3.5287], [1.1755, 3.4976, -0.9145], [-0.0789, -3.0953, -4.6881], [0.4734, -7.1675, -0.3269], [5.0127, 7.1564, 1.8358], [-2.1869, -10.6033, 0.6830], [-4.1490, -3.0421, 5.6227], [-3.7130, 2.7536, 4.8769], [-0.7092, 2.4061, -5.0333], [0.4542, 1.8633, -0.0217], [-4.8088, 0.3778, 1.1010], [-1.4315, -11.4159, -0.7972], [1.7492, -6.4820, 3.3164], [-0.0502, 1.7570, -1.9711], [-1.3441, 2.1801, -4.1251], [-2.3441, -7.4026, 1.0803], [-0.7554, -0.9807, -2.0217], [2.6507, 7.1002, -1.4575], [5.9038, -5.0354, -5.5514], [-0.5344, -7.5288, -1.9330], [-0.9842, 3.5854, 4.4050], [6.6479, -3.6649, -4.7214], [-4.1525, -0.6422, -3.6359], [-3.7593, 5.1202, -0.3972], [-1.0012, -3.5073, -4.3232], [2.7781, 6.2148, 5.9215], [0.5192, -2.9778, 4.4392], [0.6694, -7.0969, -1.2936], [3.3170, 5.2273, -2.9465], [2.3921, -3.6312, 4.4870], [3.8530, -5.2509, -1.6716], [-1.3545, -6.8577, -1.5975], [-6.4095, -2.0809, -3.9793], [-3.1890, -2.9183, -3.7592], [0.5946, 5.9810, 2.0537], [5.9604, 2.6560, -1.1936], [6.5786, 5.6671, 2.8633], [-3.4515, 7.2730, 0.7509], [-3.0030, 7.1579, -0.0801], [3.7294, 5.4609, -0.8376], [5.7882, 1.0038, -2.4479], [2.6412, -2.7792, 2.1210], [2.9133, 2.8308, 2.9064], [-5.5590, -2.6336, -3.9610], [1.4756, -5.5052, 2.9535], [4.1860, 0.2827, -4.5947], [-8.4628, -2.3256, -0.5826], [3.2294, 5.8044, -3.8813], [4.0406, -0.4256, -0.8959], [2.6359, -0.4316, -4.1693], [2.4364, -1.9792, 4.4424], [5.5407, 1.3106, -1.4663], [-2.9836, -4.8977, 0.3135], [0.1143, -1.7721, 0.5497], [2.2068, 7.4654, -2.3320], [-0.7749, -3.7949, -3.2276], [0.0181, -0.2143, -0.9764], [-4.8318, 1.0374, 4.5647], [3.0197, -2.8297, 4.2072], [-3.2827, 3.6026, -0.0336], [-0.2827, -0.7643, 0.3456], [-7.9499, -1.2501, -2.2392], [0.7384, 1.5367, 2.9465], [-1.6849, 1.7819, 1.8978], [-3.3011, 5.8901, 5.1702], [4.2720, 4.2229, -3.2237], [-0.2599, -9.6895, -2.1140], [3.7518, -3.1662, -2.1545], [4.1733, 8.5874, 3.0414], [1.2991, -7.5221, 2.2635], [-1.3926, 2.7088, -5.8230], [-4.0779, -8.0183, 1.3190], [0.0573, 1.1762, -5.3879], [1.8534, 0.8370, 5.9671], [5.3052, 7.6224, 3.7972], [3.5548, 2.0145, 3.1741], [-1.4118, 3.2340, 3.5090], [3.8485, 3.4381, -4.3317], [-3.5773, 4.7889, -3.0821], [-4.5500, -4.0275, 5.4644], [2.4147, -3.2020, -6.0242], [-0.7787, 0.0403, -5.8015], [-3.4331, -1.4473, 4.4219], [-4.2399, -1.9983, -4.2839], [1.9413, 3.4959, 5.1809], [3.4213, -0.2445, 1.4819], [-1.2727, -4.3972, -4.9197], [-1.9161, -9.0410, -2.5265], [-0.3174, -6.2659, -3.6051], [-6.0082, -3.1187, -0.9612], [-1.2354, 0.9013, 1.8894], [-3.1030, 1.4094, 2.1017], [4.1514, 7.1207, 1.1840], [-3.2032, 0.8225, 3.0829], [-1.3542, -9.2500, -0.4971], [-3.0668, 3.6244, -4.9786], [7.3705, 3.7572, 2.8423], [-4.1902, 4.8610, -5.1281], [-3.5309, 3.9513, 6.5351], [5.3491, 3.2201, -1.6888], [0.6880, -0.0233, 3.7036], [-4.0749, 4.1446, -0.1497], [3.2562, -0.0974, -4.9905], [-4.7810, 3.3957, -3.7911], [2.7671, -2.1160, -2.3513], [0.8049, 1.0295, -4.5208], [2.5500, 0.1562, 1.8671], [-6.4193, -1.8343, -0.4415], [-3.1326, -2.7053, -2.6684], [4.8691, -3.9260, 3.3146], [-5.4205, -5.3817, 1.5243], [3.3489, -1.1107, -6.9187], [-3.7237, 0.5311, 1.0584], [-7.8104, -1.4637, -0.8809], [5.5034, 5.7295, 1.9221], [-3.8853, -6.0645, 0.2786], [3.5583, -5.8637, 2.9320], [1.2656, -8.5829, 2.6427], [5.6732, 6.0654, -2.5021], [6.1562, 0.6773, -0.8183], [-5.1386, -3.5044, 3.2222], [-4.7440, 3.7599, -1.3934], [5.3702, 7.1238, -1.3770], [0.2675, 6.5112, 1.3059], [3.2948, -0.7945, -1.4068], [1.9714, -2.6493, -2.4123], [4.1850, -2.8113, 5.0324], [0.3125, -7.3462, 1.9084], [-3.6081, 2.3969, 2.2833], [-2.9256, -4.3440, 1.2133], [-3.9583, 3.7832, -2.7426], [3.2657, 5.2758, 4.5350], [-1.6083, 6.9484, 2.0351], [1.5622, -5.4689, -1.8753], [-1.9575, -10.5042, -0.4037], [-4.5872, 3.2540, -5.8393], [-3.4573, -7.1246, 1.2729], [5.2778, -1.7147, -4.6618], [-3.6808, -2.5071, 4.3309], [-2.1809, 6.0279, 3.8356], [-2.0482, -2.9297, 2.9610], [0.9795, 3.6591, 0.8425], [3.3447, 1.3621, -1.7996], [2.2206, 0.8850, 1.1969], [3.1630, -6.4926, 3.5668], [5.5149, -1.5136, -6.4007], [4.0274, -3.3563, 5.8022], [0.2274, -3.9369, 5.8430], [-6.8469, 3.9275, -0.9040], [2.2857, -2.2729, -5.6317], [-3.5107, 4.7728, 3.8277], [7.4527, 4.7297, 4.3367], [2.2206, -2.3589, -4.6643], [-1.1099, 6.4316, 1.1933], [-1.2816, 8.2323, -0.2597], [-2.9543, -7.2363, 4.5201], [-0.4656, -0.6774, -3.0340], [2.6713, 0.7030, 3.1914], [-0.4637, -7.3140, -3.4213], [-3.4782, -6.6112, 2.6445], [-1.8347, -0.7085, -1.9467], [-0.6221, -2.0552, -1.9069], [-1.9792, -5.1634, -0.0232], [-5.6664, -3.4187, -4.5203], [3.2209, -4.3942, -1.5023], [2.8956, -4.2717, -0.4701], [1.2196, 1.5308, 4.9399], [4.1196, -1.9520, 2.6565], [3.5742, 4.1422, -5.1587], [0.1819, 4.3574, 3.7276], [1.3365, -6.6936, 4.3241], [-3.1683, 3.0198, -2.6069], [3.9882, 1.5287, -0.1105], [-4.7214, 0.0769, -4.2621], [-2.7473, 5.2563, 4.4217], [-3.0852, -0.3476, -3.6689], [-4.2404, -2.3510, 2.3869], [5.9116, 9.0198, 1.3622], [3.9205, 2.1905, 4.1918], [-0.5443, 2.8367, 4.8778], [0.2935, -0.2710, 1.0278], [-2.4378, 2.5256, 6.5654], [-1.9218, 4.3334, 5.2287], [0.3899, -7.9213, -3.7888], [4.5741, 7.6793, 3.1255], [3.7057, 6.0894, -1.7799], [5.8783, 5.3813, 0.9415], [2.9547, 0.9273, 5.9597], [-3.1523, -0.7718, 1.1094], [1.3446, 5.8917, 4.2958], [-1.5987, 7.1779, -0.0409], [0.7070, 5.3297, -4.2711], [-4.6123, 1.7655, 5.3070], [3.0066, 2.7965, -4.1268], [5.9816, 3.8884, 3.8844], [2.0473, -4.7431, -2.2629], [-3.6555, -8.4512, 3.5751], [-1.4294, -2.8491, 4.9673], [6.8096, 4.4333, 3.5097], [-5.8078, -2.9565, -1.8766], [1.5845, 2.2321, -6.4963], [-6.1173, 5.5019, -1.0915], [-3.5230, 0.8860, 0.0503], [-4.1446, 3.7696, -4.9922], [4.0821, -3.4789, -3.2031], [0.5312, 6.3046, 4.9117], [-5.7465, -1.0367, -0.6940], [3.4820, -2.8238, 2.7950], [0.2668, 1.6832, -7.4581], [-8.8664, -1.3704, -2.5016], [0.2282, 3.3906, -4.7059], [-1.4178, 1.5139, -0.7935], [-2.0216, -8.0068, 3.1490], [-2.5327, -4.2876, 3.9000], [6.2489, 7.6900, 0.1720], [-1.3172, 4.8429, 6.0185], [1.5492, 1.2823, 6.9440], [-3.3451, -4.2217, -0.4601], [1.2357, 0.9291, 3.7283], [-3.2999, -3.1053, 6.3495], [-6.3255, -1.8698, 0.6724], [1.5730, -0.2449, 6.0581], [4.9736, 6.6739, -2.1921], [-1.3795, -7.6348, -3.9345], [-0.6253, 4.6107, -3.3369], [-2.3321, -0.7465, 0.6135], [4.7415, 5.0187, 2.4080], [1.8740, 6.6677, -0.8237], [2.2207, -7.4089, 1.1843], [-5.5087, -4.8776, -0.0494], [4.6381, -2.7677, -1.6853], [-4.7198, -2.5589, 3.2540], [0.5173, 3.2780, -0.0685], [-8.1739, -0.6536, -0.2771], [-3.3974, -3.9700, -3.9323], [-2.0105, -2.5585, -4.4196], [-1.0130, -8.9554, -1.8172], [-0.3512, -4.4829, 4.2039], [4.7711, -3.4265, -5.6803], [0.9761, 4.8840, 3.4147], [2.1075, 4.1607, 5.8253], [3.0866, -7.3820, 1.5837], [-0.1947, 4.6484, -4.3485], [6.1427, 7.9548, 1.2195], [2.4516, 5.4139, 5.2103], [-4.8225, -2.3370, 6.0092], [-1.4674, 5.3907, 1.2043], [0.9245, 1.3777, -6.6358], [1.7569, 6.7304, 3.6058], [-2.9002, 3.3093, 5.9138], [-4.5042, -0.6522, -2.5886], [6.0745, -3.9852, -5.5671], [6.7588, -3.6982, -6.3644], [-6.5591, 4.3689, -2.4587], [1.4758, -7.6900, -1.4697], [3.1776, -0.0757, 3.8144], [-2.3656, -3.2032, 3.9448], [7.1138, 7.7665, 1.7373], [-1.2971, -0.3065, -4.9620], [-0.3969, 1.2682, -1.0010], [3.2018, 7.8383, -0.8106], [4.0989, 0.9820, -1.0831], [-6.1159, 4.4669, -1.4530], [1.5253, 0.4740, -6.8470], [4.2511, -4.0103, 2.5733], [-3.8935, -6.6246, -0.6545], [1.1021, -0.3378, -1.1207], [2.7467, 0.6995, -5.4844], [-0.4496, 3.7172, -0.1878], [2.3436, 4.7773, -2.8046], [4.8652, -2.0145, -5.6228], [-4.1087, -1.9322, -5.4205], [4.3639, 1.9821, 2.4971], [-4.9332, 2.6875, -1.2803], [-0.9160, 5.1037, -5.0264], [-0.2111, -0.7684, -5.9888]], "forces_ev_per_angstrom": [[-0.788, 0.158, -0.406], [0.053, 0.216, -0.275], [-0.981, 0.656, 0.835], [0.699, 2.038, -1.224], [1.205, -0.135, -0.193], [0.197, -0.353, 0.182], [-0.353, 0.324, -0.130], [-0.695, -0.661, -0.124], [-0.211, 1.905, -1.122], [-0.127, 0.606, -0.140], [0.340, 0.311, -0.449], [0.420, 0.079, 1.287], [0.515, -0.289, 0.411], [0.211, -0.419, -0.792], [1.379, -0.276, 0.835], [0.595, -0.323, 0.155], [-1.132, -0.155, 1.387], [-0.267, -0.098, 0.881], [0.175, 0.484, 0.610], [0.362, 1.022, 0.418], [0.078, -0.952, 1.093], [-0.824, -0.828, 0.521], [0.272, 0.181, -0.620], [-1.751, 0.119, -0.015], [-0.681, 0.582, -0.367], [1.120, 0.176, 2.021], [0.284, -0.886, 0.022], [-1.640, 0.261, -1.521], [-0.835, 0.525, -2.371], [-0.199, 0.231, 1.268], [0.382, 0.749, -0.770], [-0.005, -1.007, 1.106], [0.334, -1.065, 1.538], [-0.568, -1.031, -0.111], [0.032, 0.108, -0.316], [0.271, 0.051, -0.167], [-0.559, -0.274, -0.671], [-0.417, -1.441, -0.137], [1.036, 0.054, 0.621], [0.353, -0.460, 0.282], [0.423, 0.387, -0.154], [0.278, 0.432, 0.577], [-0.235, -0.406, 0.090], [-0.767, -0.548, -0.314], [-0.270, 0.505, 0.051], [0.351, 0.159, 0.714], [-0.637, -0.626, -1.586], [0.587, 0.096, -0.881], [0.086, -0.142, -1.443], [-0.141, -0.040, -0.395], [-0.369, 0.716, -0.216], [0.990, 1.390, 1.374], [-0.341, 0.505, 0.001], [0.402, 0.048, 0.132], [0.424, 0.405, -0.133], [-0.003, 0.471, 0.323], [-0.456, 0.572, 0.018], [-0.009, 0.175, 0.455], [-0.622, 1.328, -0.019], [0.444, 0.239, 1.483], [0.652, 0.602, -2.284], [-1.103, 2.316, -1.296], [-0.497, 1.244, -1.202], [-0.514, 0.115, -1.431], [-0.305, -0.410, -0.009], [-0.164, -0.243, -1.094], [0.726, 0.513, 0.722], [2.176, -1.323, 0.425], [0.576, -2.128, 1.685], [0.471, 0.428, -1.415], [0.030, 0.287, 0.668], [-1.365, -1.906, -0.107], [0.207, -0.486, -0.680], [0.036, -0.680, 0.311], [0.239, 0.074, -0.500], [1.046, 0.097, -2.503], [0.008, 0.610, 0.082], [1.711, -0.826, 0.936], [0.004, 0.150, -0.367], [-0.094, -0.124, -0.673], [2.142, -1.111, -0.810], [0.317, -0.583, 2.112], [0.542, 0.232, 0.504], [-1.739, -1.125, 1.930], [0.310, 0.102, 1.411], [0.498, 1.454, -0.870], [0.242, -0.591, 1.177], [-0.509, -0.456, 0.223], [0.151, 0.185, 0.055], [-1.327, 0.063, 2.665], [0.069, 0.116, 0.160], [-2.150, -0.457, -1.279], [-0.239, -0.681, -1.214], [-0.702, 0.496, 0.299], [0.223, 0.061, 0.361], [1.022, -0.172, 1.104], [0.358, 0.419, -0.418], [-0.304, 1.139, 1.221], [-0.131, 1.043, -0.184], [-0.039, 0.987, 2.399], [-0.346, 0.203, -0.337], [0.330, 0.844, -1.189], [0.211, -0.222, -0.037], [0.076, -0.700, 0.125], [-0.087, 0.062, 0.160], [-0.524, -0.008, -0.112], [-0.255, -0.244, 0.461], [0.135, 0.270, -0.127], [0.117, -0.229, 0.299], [-1.223, 3.140, -1.915], [0.379, -1.655, -0.412], [-0.280, -0.632, -0.794], [0.407, -1.134, 0.536], [-1.224, -0.270, -0.821], [-0.378, -0.206, -1.588], [0.184, -0.791, 0.649], [0.249, -0.550, -0.252], [0.302, -0.533, -0.111], [0.274, -0.347, -0.530], [0.449, 0.030, -0.386], [0.434, -0.595, -1.120], [-1.192, -2.109, 1.846], [-0.479, -1.907, 1.832], [-2.046, -1.713, 2.030], [0.001, 0.042, 0.511], [0.334, 0.925, -0.040], [0.707, -1.573, -0.633], [-0.075, 0.088, 0.028], [0.474, 0.694, -0.184], [-1.294, -0.784, -0.241], [0.105, 0.362, -0.157], [0.786, 0.341, -0.536], [0.344, -0.038, 0.198], [-0.815, -0.006, -0.120], [0.331, -0.048, -0.134], [-0.863, 0.555, -0.402], [0.194, -1.035, -0.471], [-0.138, 0.216, 1.160], [0.241, 1.021, 1.175], [1.105, -0.309, -0.344], [0.104, -0.208, 0.108], [-0.484, -0.839, 0.644], [-0.481, -0.821, 1.562], [-0.096, -0.027, 0.057], [2.166, 0.054, 1.536], [-0.073, 0.017, 0.393], [0.687, 0.391, -1.975], [-0.242, -1.050, 0.358], [0.520, 0.639, -0.747], [-0.066, -0.142, 0.055], [0.283, -0.235, 0.219], [0.371, -0.736, 0.613], [-0.226, -0.108, -0.987], [-0.138, -1.031, 0.493], [0.034, -0.104, 0.201], [-1.145, 0.263, -0.478], [-0.406, -0.486, 1.170], [0.767, 0.673, -1.681], [0.169, -0.208, -0.328], [0.073, -0.420, 0.151], [-0.255, -0.510, 2.014], [-0.426, 1.024, 0.550], [0.210, -0.562, 1.372], [0.477, 0.328, 0.390], [0.182, -0.171, 0.127], [1.265, 0.186, 0.064], [0.602, -0.309, -0.601], [0.419, -0.809, -0.218], [0.607, -0.504, 0.140], [-0.107, -0.024, -0.043], [0.236, -0.111, 0.229], [-0.469, -1.719, -1.125], [-1.922, -0.727, -0.473], [0.500, 0.081, 0.300], [-0.668, 1.257, 1.430], [-0.001, 0.139, -0.210], [-0.059, -0.549, 0.432], [-0.122, 0.114, 0.644], [-0.352, 0.245, -0.725], [0.358, 0.569, -0.235], [-0.430, -0.446, -0.588], [0.233, -0.165, 0.736], [-0.596, 3.016, 0.560], [-0.598, 0.144, 0.121], [-0.198, -0.053, -0.346], [0.189, -0.148, -0.491], [0.119, 0.250, -0.146], [0.413, -0.948, 0.581], [-0.033, 0.293, -0.099], [-0.045, 0.499, -0.726], [0.505, -2.456, 0.940], [-0.391, 0.511, -0.236], [-0.561, -1.370, -0.594], [0.554, -1.946, -0.074], [-0.494, -0.071, 0.222], [-0.347, -0.117, -0.359], [-0.590, -0.274, 0.428], [0.751, 2.004, -0.412], [0.650, 0.649, -0.572], [-0.958, -0.826, -0.291], [0.558, -0.164, 1.962], [-0.375, -0.241, 0.290], [-1.401, -0.129, 0.280], [0.137, 1.505, -0.789], [-0.997, -1.314, -0.189], [-0.008, -0.801, -0.145], [1.926, 0.704, -0.820], [0.248, -0.156, -1.380], [0.347, -0.032, 0.066], [0.231, -0.167, -0.282], [-0.075, 0.617, -0.274], [0.023, 0.664, -0.313], [-0.369, 0.288, 1.157], [-0.276, -0.206, -0.353], [0.728, 0.339, -0.617], [0.074, -0.442, -0.012], [0.111, -0.522, -0.089], [0.077, 0.022, 0.129], [1.230, -0.599, -0.726], [-0.886, -0.247, 0.114], [0.314, -0.012, 0.289], [0.067, -0.105, 0.252], [0.237, 0.278, -0.128], [-0.626, -0.221, -0.482], [0.042, -0.078, -0.841], [0.001, 0.426, -0.011], [1.045, -0.849, -2.752], [-0.678, -0.029, -0.669], [-0.523, -0.210, -0.766], [0.099, 0.689, -0.547], [-0.916, 2.088, 1.613], [0.285, 0.095, 0.118], [-0.249, 0.190, -0.035], [0.876, -0.221, -0.067], [0.389, 0.961, -1.365], [0.005, -0.074, -0.036], [-0.857, -0.170, -0.489], [-0.166, -1.622, 1.202], [-0.012, 0.316, 0.454], [0.370, -0.764, 1.120], [1.029, -0.782, -0.267], [-0.042, 0.940, 0.228], [-0.268, -0.302, 0.003], [0.433, 0.551, -0.005], [-0.826, -0.022, -0.143], [-0.135, 0.227, 0.492], [1.288, 0.834, -0.268], [0.276, -0.195, -1.200], [0.443, 1.953, 1.717], [0.527, -0.113, 0.242], [0.446, 1.280, 1.136], [0.498, 0.748, 0.493], [-0.137, -0.189, -0.293], [-1.473, 0.476, 0.809], [-0.110, 0.122, -0.277], [0.038, 0.949, 0.030], [-0.513, -0.904, 1.533], [-0.364, 1.070, -0.116], [0.082, -0.015, -0.488], [-0.357, 0.174, -0.662], [-0.350, -0.087, -0.745], [0.530, 0.566, 0.084], [-0.190, -0.177, -0.047], [-0.276, 0.635, -0.334], [-0.951, -0.127, 1.010], [-0.773, 0.010, -0.343], [0.075, 0.404, -0.974], [3.409, 0.623, -0.660], [-0.990, -0.035, -0.872], [0.637, 0.720, 0.690], [0.255, -0.183, -1.214], [-0.642, 0.499, -0.241], [0.019, 0.386, -0.015], [0.226, 0.405, -0.491], [-0.169, 0.590, -0.450], [-0.027, 0.255, -0.327], [-0.781, 0.391, -0.142], [-0.487, -0.351, 0.325], [-0.848, 0.854, -0.818], [-0.043, 0.166, 1.423], [0.924, -0.396, -0.764], [-0.339, -0.097, -0.089], [-0.123, -0.057, -0.250], [0.665, -0.152, -0.420]], "mulliken_charge": [0.38, 0.35, -0.19, -0.86, -0.16, 0.43, 0.29, 0.08, -0.93, -0.13, -0.23, -0.17, 0.99, 0.23, -1.60, -0.03, -0.58, 0.78, 0.71, 0.31, -0.19, -0.45, -0.46, -0.22, -0.09, -1.77, 0.29, 1.52, 0.21, 0.34, 0.60, 0.16, -0.34, 0.38, -0.35, -0.07, -0.65, 0.80, 0.53, -0.80, 0.18, -0.07, 0.15, -0.63, -0.41, 0.34, -0.61, -0.14, 0.25, -0.04, -0.11, -0.54, -0.02, 0.40, 0.34, 0.59, -0.50, 0.18, 0.06, -1.08, -0.09, 0.18, 0.51, 0.09, 2.00, 0.23, -0.16, 0.04, 1.01, -0.46, -0.91, 0.47, 0.53, -0.32, 0.40, 0.10, 0.24, 0.62, 0.84, 0.60, 2.77, -0.83, 0.21, -1.57, -0.39, -0.68, 0.34, 0.34, 0.27, -0.54, -0.43, 0.41, 0.07, 0.31, 0.56, 0.31, 0.11, -0.58, -0.49, 0.03, -0.27, -0.58, -0.05, 0.08, 0.29, 0.41, 0.46, 0.37, 0.36, -0.28, -0.01, -0.34, 0.17, -0.99, 0.67, 1.26, -0.53, 0.44, 0.31, 0.81, -0.61, -0.75, 0.40, 0.41, 0.43, 0.19, 0.35, 0.42, 0.25, 0.63, 0.10, -0.49, 0.08, -0.19, -0.65, -0.49, 0.59, -0.17, 0.09, -0.06, 0.27, 0.27, -0.94, 0.34, -0.31, 0.33, 0.96, 0.08, 0.16, -0.03, -0.04, -1.24, -0.63, 0.43, 0.36, 0.34, 0.36, -0.38, 0.25, 0.31, -0.13, 0.30, 0.26, 0.29, -0.54, 1.03, -1.68, -0.25, 0.11, 0.13, 0.35, 0.18, -0.62, 0.21, 0.08, 0.09, 0.43, -0.19, 0.38, -0.30, -0.16, 0.65, -1.27, -0.91, -0.09, 0.36, 0.50, -0.04, -1.58, 0.43, 0.32, 0.43, -0.51, 1.73, 0.43, 0.28, 0.83, -0.31, -0.59, 0.11, -0.88, 0.03, 0.17, -0.34, 0.38, -0.51, -0.68, 0.16, 0.28, 0.29, -0.53, -0.64, -0.30, 0.33, -0.91, -0.03, 0.43, 0.29, -0.26, -0.59, 0.28, 0.31, 0.37, 0.47, 0.30, -0.12, -0.45, 0.28, 0.16, 0.20, -0.85, 0.51, 0.18, -0.69, -0.56, 0.24, -0.52, 0.26, 0.42, -0.35, -0.16, 0.38, 0.70, -0.21, -1.06, 0.11, -0.34, 0.92, -0.62, 0.34, -0.66, -1.53, -0.24, 0.47, 0.02, -2.38, 0.17, -1.09, -0.56, -0.94, 0.37, 0.36, 0.25, 0.53, -0.15, 0.29, -0.59, 0.11, 0.29, 1.40, -1.49, 0.72, -0.63, 0.29, -0.36, -0.49, -0.10, -0.28, -0.96, 0.19, 0.67, -0.02, 0.35, 0.49], "homo_ev": -8.9, "relative_energy_kcal_mol": 0.0, "mol_weight_g_mol": 1566.2, "orbital_gap_ev": 9.25, "charge": 0}